[1]
The following is a DFT calculation (ωB97M-V/def2-TZVPD) of a structure of composition C28H42N4PSY.

Summary:
Orbital gap (Eh): 0.2674
2S+1: 1
E_tot (hartree): -2088.5549
HOMO energy (eV): -13.813
Net charge: +2

```
77
C28H42N4PSY | OMol25 | ωB97M-V/def2-TZVPD
Y 0.8103 -0.6911 0.4559
C 4.2214 -4.0936 1.8490
C 3.0716 -3.1508 1.6999
N 3.0833 -2.0935 0.9596
N 4.2769 -1.8280 0.3152
C 4.3360 -0.9457 -0.7002
N 5.5264 -0.7252 -1.2535
S 2.9783 -0.1252 -1.2868
C 1.8017 -3.4344 2.4041
C 1.7708 -4.3091 3.4792
C 0.5570 -4.5647 4.1088
C -0.5739 -3.9505 3.6192
C -0.4537 -3.0681 2.5511
N 0.7088 -2.7877 1.9503
H 4.7380 -4.2351 0.8982
H 3.8821 -5.0741 2.1652
H 4.9360 -3.7295 2.5896
H 5.1139 -2.3041 0.6382
H 6.3725 -1.1803 -0.9486
H 5.5907 -0.0709 -2.0182
H 2.6717 -4.7800 3.8342
H 0.5078 -5.2358 4.9537
H -1.5466 -4.1263 4.0514
H -1.3192 -2.5477 2.1662
C -2.8091 1.6197 -0.7460
C -1.5193 2.3552 -1.1008
C -0.9948 3.0724 0.1536
C -1.8307 3.4087 -2.1713
P -0.1281 1.2115 -1.6214
C 1.0338 2.3683 -2.3878
C 0.8678 2.8312 -3.6946
C 1.7223 3.7808 -4.2224
C 2.7456 4.3023 -3.4448
C 2.9093 3.8711 -2.1374
C 2.0603 2.9068 -1.6188
C -0.6435 -0.1092 -2.8708
C 0.5007 -0.4394 -3.8411
C -1.8956 0.1836 -3.7025
C -0.8931 -1.3693 -2.0183
H -3.4265 2.3009 -0.1587
H -2.6484 0.7327 -0.1390
H -3.3894 1.3583 -1.6275
H -1.7227 3.8276 0.4483
H -0.0527 3.5885 -0.0267
H -0.8849 2.3818 0.9947
H -2.6461 4.0323 -1.8051
H -2.1580 2.9665 -3.1087
H -0.9829 4.0595 -2.3710
H 0.0563 2.4678 -4.3051
H 1.5814 4.1261 -5.2340
H 3.4063 5.0511 -3.8544
H 3.6926 4.2835 -1.5205
H 2.2062 2.5808 -0.5898
H 0.6023 0.3138 -4.6149
H 0.2660 -1.3839 -4.3307
H 1.4725 -0.5496 -3.3550
H -1.8057 1.1204 -4.2454
H -2.8088 0.2100 -3.1158
H -2.0098 -0.6076 -4.4429
H 0.0821 -1.7656 -1.6435
H -1.2703 -2.1962 -2.6220
H -1.6058 -1.2123 -1.1971
C -3.1332 -0.9954 4.2995
C -3.1865 0.0658 3.1950
C -4.4870 -0.0807 2.3948
C -3.1008 1.4682 3.8092
C -2.0418 -0.1243 2.2948
C -1.0840 -0.2948 1.5667
H -3.9697 -0.8523 4.9811
H -2.2116 -0.9158 4.8721
H -3.2125 -1.9998 3.8843
H -5.3368 0.0301 3.0653
H -4.5511 -1.0587 1.9208
H -4.5619 0.6830 1.6263
H -3.9607 1.6294 4.4558
H -3.1059 2.2355 3.0370
H -2.1975 1.5810 4.4049
```



[2]
The following is a DFT calculation (ωB97M-V/def2-TZVPD) of a cluster of 7 separate species, C28H42O21 in total.

Summary:
Orbital gap (Eh): 0.3753
SMILES string: C[C@H]1COC(=O)O1.C[C@H]1COC(=O)O1.C[C@H]1COC(=O)O1.C[C@H]1COC(=O)O1.C[C@H]1COC(=O)O1.C[C@H]1COC(=O)O1.C[C@H]1COC(=O)O1
2S+1: 1
E_tot (hartree): -2672.2836
HOMO energy (eV): -10.751
Relative energy (zero: lowest compared OMol25 entry of this formula, charge and spin) (kcal/mol): 13.0
Net charge: 0

```
91
C28H42O21 | OMol25 | ωB97M-V/def2-TZVPD
C 6.4275 2.4145 -2.9491
C 5.0839 2.6661 -2.3243
C 4.2546 3.8094 -2.9099
O 2.9143 3.2967 -2.8674
C 2.9640 1.9580 -2.7455
O 2.0155 1.2395 -2.7627
O 4.2387 1.5354 -2.6425
H 6.8101 1.4439 -2.6315
H 7.1557 3.1901 -2.7141
H 6.3549 2.3500 -4.0368
H 5.1562 2.7938 -1.2404
H 4.5149 4.0323 -3.9467
H 4.2958 4.7340 -2.3400
C 1.6817 -2.9661 3.5558
C 1.8110 -1.8922 4.6144
C 1.2778 -0.5279 4.1406
O 0.3528 -0.1452 5.1550
C 0.1824 -1.1528 6.0486
O -0.5358 -1.0886 6.9881
O 0.9426 -2.2157 5.7058
H 1.7779 -3.9502 4.0194
H 2.4823 -2.8678 2.8186
H 0.7220 -2.9781 3.0397
H 2.8420 -1.8507 4.9657
H 0.8035 -0.5958 3.1614
H 2.0540 0.2400 4.1284
C 3.8840 0.0937 0.7726
C 5.2059 -0.5193 0.4214
C 5.7427 -1.5806 1.4074
O 6.1807 -2.6322 0.5327
C 5.6340 -2.4736 -0.6947
O 5.6866 -3.2814 -1.5615
O 5.0234 -1.2697 -0.7884
H 3.9124 0.6857 1.6893
H 3.1415 -0.7014 0.8381
H 3.5652 0.7777 -0.0167
H 6.0281 0.1859 0.2737
H 4.9625 -1.9732 2.0587
H 6.6309 -1.2130 1.9096
C -3.3519 -4.4086 -1.5430
C -4.3067 -4.7930 -0.4410
C -4.1884 -3.9929 0.8601
O -5.3838 -3.2260 0.9247
C -6.2366 -3.6062 -0.0497
O -7.3499 -3.2072 -0.1775
O -5.6455 -4.4838 -0.8871
H -3.5288 -3.3652 -1.8193
H -3.4631 -5.0303 -2.4278
H -2.3143 -4.4429 -1.2049
H -4.2624 -5.8652 -0.2440
H -3.3481 -3.2983 0.7840
H -4.0067 -4.5907 1.7501
C -5.5433 0.1780 -2.7320
C -5.8286 1.6462 -2.8822
C -5.5841 2.2287 -4.2750
O -6.7071 3.0803 -4.4922
C -7.6233 2.8957 -3.5074
O -8.6378 3.4977 -3.4289
O -7.2077 1.9409 -2.6502
H -5.9062 -0.2058 -1.7829
H -4.4759 -0.0163 -2.8521
H -6.0156 -0.3708 -3.5540
H -5.2332 2.1620 -2.1193
H -5.5553 1.4201 -5.0127
H -4.6888 2.8340 -4.3940
C -0.9519 -0.1590 -2.6045
C -0.1311 -1.1329 -1.8181
C 0.7525 -0.5229 -0.7206
O 0.6021 -1.4809 0.3425
C -0.4405 -2.3066 0.1028
O -0.8079 -3.1557 0.8509
O -1.0017 -2.0141 -1.0763
H -1.4539 0.5466 -1.9422
H -1.7085 -0.6158 -3.2451
H -0.3092 0.3687 -3.3111
H 0.4649 -1.7929 -2.4513
H 0.4642 0.4841 -0.4248
H 1.7880 -0.5233 -1.0398
C -0.3109 2.5667 1.4851
C -0.0337 3.0073 2.9082
C 0.2664 4.5192 2.9733
O -0.5753 5.0148 4.0050
C -1.5009 4.0754 4.3186
O -2.4198 4.2519 5.0397
O -1.2104 2.8979 3.7221
H 0.5457 2.7537 0.8354
H -1.1788 3.0880 1.0793
H -0.5474 1.5001 1.4804
H 0.6913 2.3393 3.3747
H -0.0847 4.9692 2.0426
H 1.3062 4.7700 3.1585
```



[3]
The following is a DFT calculation (ωB97M-V/def2-TZVPD) of a structure of composition C28H42O25Rb2S.

Summary:
Orbital gap (Eh): 0.3079
2S+1: 1
E_tot (hartree): -3419.7397
HOMO energy (eV): -9.974
Relative energy (zero: lowest compared OMol25 entry of this formula, charge and spin) (kcal/mol): 0.0
Net charge: 0

```
98
C28H42O25Rb2S | OMol25 | ωB97M-V/def2-TZVPD
Rb -0.0818 0.4648 4.0315
Rb 1.6422 -3.7944 2.0174
S 0.3387 -0.6531 0.9535
O 1.3013 -0.8471 2.0546
O -0.8304 0.0799 1.4936
O 0.9628 0.1310 -0.1030
O -0.0457 -1.9924 0.4845
C -4.9876 -3.1858 1.3594
C -3.4756 -3.0651 1.2077
C -2.7048 -2.7419 2.5078
O -1.7807 -3.8276 2.5733
C -2.0537 -4.8066 1.6905
O -1.5223 -5.8762 1.7188
O -3.0168 -4.3931 0.8637
H -5.4366 -2.1939 1.2719
H -5.2432 -3.6122 2.3325
H -5.4786 -3.8438 0.6448
H -3.1754 -2.3187 0.4713
H -3.3591 -2.6491 3.3748
H -2.0565 -1.8738 2.3743
C -2.7033 2.5503 2.3475
C -3.8542 2.1484 1.4353
C -3.8239 0.6728 0.9289
O -5.1704 0.2703 1.0747
C -5.8418 1.1273 1.8664
O -6.9746 1.0225 2.1980
O -5.0368 2.1309 2.2328
H -1.7532 2.6583 1.8296
H -2.6613 1.7859 3.1285
H -2.9047 3.5095 2.8253
H -4.0009 2.8492 0.6106
H -3.1736 0.0789 1.5743
H -3.4523 0.6648 -0.0923
C 3.2819 3.9332 0.2171
C 1.8164 3.9533 0.6179
C 1.3034 2.7150 1.3629
O 0.7119 3.2623 2.5591
C 0.9151 4.6019 2.6232
O 0.5783 5.2711 3.5418
O 1.5564 5.0265 1.5237
H 3.5171 4.8822 -0.2624
H 3.5095 3.0702 -0.4032
H 3.8723 3.9084 1.1358
H 1.1578 4.0978 -0.2422
H 2.0423 1.9411 1.5489
H 0.4535 2.2998 0.8309
C -3.9370 -1.3201 -2.1541
C -2.4489 -1.6796 -2.2736
C -2.0824 -3.1550 -2.1746
O -1.4948 -3.4515 -3.4328
C -1.4505 -2.3534 -4.2145
O -0.9451 -2.3509 -5.2944
O -2.0480 -1.3183 -3.6064
H -4.3668 -1.8439 -1.2967
H -4.3823 -1.8266 -3.0158
H -4.1778 -0.2631 -2.1770
H -1.8460 -1.1606 -1.5218
H -2.9773 -3.7648 -2.0240
H -1.3491 -3.3104 -1.3896
C 4.1739 -0.1565 1.1853
C 4.4617 0.5703 2.4682
C 5.2026 -0.1935 3.5753
O 6.3547 0.6234 3.8176
C 6.3357 1.7200 3.0499
O 7.1305 2.6029 3.0560
O 5.2872 1.6893 2.2004
H 3.5037 0.4538 0.5791
H 3.7110 -1.1320 1.3141
H 5.1038 -0.2791 0.6194
H 3.4775 0.8294 2.8809
H 5.4646 -1.2155 3.2967
H 4.6779 -0.2238 4.5308
C 0.7753 2.1482 -2.9434
C -0.5547 1.4179 -2.8837
C -1.2900 1.6468 -1.5372
O -2.5742 2.0915 -1.9379
C -2.6829 2.1209 -3.2787
O -3.7027 2.3341 -3.8642
O -1.4765 1.9493 -3.8501
H 1.4220 1.5779 -2.2690
H 0.7111 3.2010 -2.6724
H 1.2246 2.0718 -3.9350
H -0.3501 0.3608 -3.0488
H -0.7105 2.4059 -1.0088
H -1.3744 0.7524 -0.9288
C 4.5660 -0.2560 -2.7428
C 3.9150 -1.5232 -2.2278
C 2.4142 -1.6154 -2.4842
O 2.2272 -2.9896 -2.7575
C 3.4105 -3.5831 -3.0278
O 3.5550 -4.7131 -3.3405
O 4.4099 -2.6785 -2.8943
H 4.1778 0.6435 -2.2621
H 4.4134 -0.2261 -3.8223
H 5.6376 -0.2056 -2.5426
H 4.1419 -1.6483 -1.1634
H 2.1268 -0.9354 -3.2933
H 1.8477 -1.2707 -1.6178
```



[4]
The following is a DFT calculation (ωB97M-V/def2-TZVPD) of a structure of composition C28H43As2N2O2RuS.

Summary:
Orbital gap (alpha / beta) (Eh): 0.2942 / 0.2474
2S+1: 2
E_tot (hartree): -6316.9361
HOMO energy (alpha / beta) (eV): -13.703 / -13.817
Relative energy (zero: lowest compared OMol25 entry of this formula, charge and spin) (kcal/mol): 1.3
Net charge: +2

```
79
C28H43As2N2O2RuS | OMol25 | ωB97M-V/def2-TZVPD
Ru 0.8343 -0.2598 1.0381
C -4.0959 3.0351 -2.5717
C -2.7789 3.4860 -1.9237
C -2.9763 3.5302 -0.4089
C -2.4172 4.8963 -2.4134
C -1.6726 2.5173 -2.3302
C -1.3590 2.3574 -3.7003
C -0.3945 1.4829 -4.1484
C 0.2961 0.7317 -3.1974
S 1.5261 -0.4813 -3.4240
C 1.5982 -0.7014 -1.7219
N 0.7879 0.0638 -1.0352
C 0.0200 0.8891 -1.8402
C -0.9669 1.7752 -1.4029
C 2.4073 -1.6349 -0.9583
C 3.2779 -2.5726 -1.4999
C 3.9546 -3.4439 -0.6617
C 3.7597 -3.3796 0.7143
C 2.8919 -2.4432 1.2627
C 2.1974 -1.5539 0.4407
H -4.8948 3.7269 -2.3026
H -4.3818 2.0396 -2.2248
H -4.0328 3.0136 -3.6601
H -3.7739 4.2331 -0.1701
H -2.0764 3.8740 0.1073
H -3.2660 2.5571 -0.0048
H -3.1986 5.5988 -2.1228
H -2.3213 4.9403 -3.4982
H -1.4764 5.2334 -1.9748
H -1.9011 2.9387 -4.4336
H -0.1848 1.3846 -5.2048
H -1.1749 1.8554 -0.3437
H 3.4253 -2.6290 -2.5725
H 4.6320 -4.1764 -1.0780
H 4.2906 -4.0602 1.3669
H 2.7751 -2.4091 2.3384
C -0.7734 0.4046 4.1934
As 0.5864 -0.7417 3.4342
C -0.1532 -2.5001 3.7447
C 2.0069 -0.6418 4.7410
H -1.0051 0.0867 5.2087
H -1.6614 0.3301 3.5681
H -0.4317 1.4389 4.2111
H -0.3264 -2.6289 4.8122
H 0.5223 -3.2760 3.3884
H -1.1019 -2.5685 3.2142
H 1.6106 -0.9406 5.7106
H 2.3705 0.3824 4.8140
H 2.8318 -1.3017 4.4780
O -3.2960 -0.8039 0.4044
C -2.1176 -1.0594 0.2320
O -1.1539 -0.6582 0.9776
C -1.7466 -1.9768 -0.9423
N -3.0562 -2.3821 -1.5741
C -3.1899 -3.8792 -1.4522
C -1.7460 -4.3505 -1.4085
C -1.0639 -3.2920 -0.5382
H -1.1667 -1.4211 -1.6779
H -3.1098 -2.0851 -2.5457
H -3.7684 -1.8564 -1.0266
H -3.7805 -4.2592 -2.2810
H -3.7117 -4.0767 -0.5174
H -1.3203 -4.3619 -2.4141
H -1.6634 -5.3546 -0.9991
H 0.0125 -3.2441 -0.6934
H -1.2396 -3.4979 0.5196
C 2.2003 2.9087 2.0644
As 2.7088 1.2567 1.1980
C 4.3040 0.7044 2.1296
C 3.3913 1.8508 -0.5067
H 3.0334 3.6076 2.0006
H 1.9609 2.7330 3.1121
H 1.3324 3.3349 1.5632
H 5.0008 1.5407 2.1592
H 4.7517 -0.1309 1.5943
H 4.0600 0.3985 3.1443
H 4.1809 2.5825 -0.3414
H 2.5875 2.3089 -1.0814
H 3.8004 1.0050 -1.0572
```



[5]
The following is a DFT calculation (ωB97M-V/def2-TZVPD) of a structure of composition C28H43BiF9OP2.

Summary:
Orbital gap (Eh): 0.1696
2S+1: 1
E_tot (hartree): -2963.6532
HOMO energy (eV): -9.636
Relative energy (zero: lowest compared OMol25 entry of this formula, charge and spin) (kcal/mol): 26.8
Net charge: +1

```
84
C28H43BiF9OP2 | OMol25 | ωB97M-V/def2-TZVPD
Bi -0.4325 0.0780 -0.1121
C 0.7167 -0.1542 2.2848
C 1.7717 0.4234 1.5032
C -0.0256 1.9072 1.4727
C -0.3952 0.7581 2.2824
C 1.3264 1.6823 1.0089
C 0.7998 -1.4326 3.0545
H 1.4939 -2.1675 2.6091
H -0.1781 -1.9256 3.1790
H 1.1715 -1.1708 4.0613
C -1.7471 0.5597 2.8602
H -1.8861 -0.4630 3.2059
H -2.5887 0.7554 2.1745
H -1.8213 1.2276 3.7257
C -0.9100 3.0724 1.1535
H -0.8272 3.7164 2.0405
H -1.9716 2.8016 1.0110
H -0.5603 3.6361 0.2736
C 2.1066 2.6429 0.1478
H 2.6257 3.3134 0.8531
H 1.4773 3.2709 -0.5134
H 2.8792 2.1585 -0.4782
C 3.1467 -0.1576 1.3111
H 3.7638 0.3536 2.0673
H 3.5903 0.0425 0.3171
H 3.1885 -1.2449 1.5034
C -0.9329 -2.0417 -0.8659
C 0.1864 -2.3631 -0.1226
C 1.5287 -2.6475 -0.7058
C 1.9437 -1.6875 -1.8636
C 1.5583 -0.2363 -1.7614
C 0.4059 0.3100 -2.3261
C -0.6849 -0.5255 -3.0030
C -1.0485 -1.8950 -2.3485
H 1.4438 -3.6857 -1.0631
H 1.5365 -2.0657 -2.8098
H 2.2947 -2.6417 0.0820
H -0.4187 -2.6944 -2.7210
H -1.8797 -1.9186 -0.3341
H 0.0643 -2.6587 0.9295
H -2.0908 -2.1238 -2.5804
H -1.6044 0.0645 -3.1150
H 0.2781 1.4173 -2.3696
H -0.2807 -0.7121 -4.0021
H 3.0383 -1.7159 -1.9302
H 2.3448 0.4558 -1.3991
P -1.2131 -0.7510 -7.2722
P -0.8684 2.0143 -8.8361
C -1.2314 -0.7984 -9.1493
C -1.5736 0.5568 -9.7869
H -1.9815 -1.5513 -9.4364
H -0.2430 -1.1476 -9.4869
H -1.1673 0.6135 -10.8090
H -2.6655 0.6929 -9.8377
C -1.6850 3.3905 -9.7443
H -1.2225 4.3327 -9.4280
H -2.7471 3.4192 -9.4748
H -1.5826 3.2766 -10.8307
C 0.7953 2.0657 -9.6470
H 0.7065 2.0741 -10.7426
H 1.3883 1.1980 -9.3294
H 1.3103 2.9761 -9.3151
C -2.6669 -1.8442 -6.9545
H -2.7207 -2.0523 -5.8781
H -2.5794 -2.7873 -7.5117
H -3.5848 -1.3229 -7.2569
C 0.1505 -1.9463 -6.9438
H 1.1091 -1.4866 -7.2159
H 0.0094 -2.8727 -7.5163
H 0.1629 -2.1726 -5.8694
F -4.4142 -0.6851 1.7536
C -4.1339 -1.8897 1.1910
F -5.1710 -2.7160 1.3935
F -4.0391 -1.6490 -0.1473
C -2.8596 -2.5456 1.7924
O -1.8495 -1.6560 1.5641
C -3.0754 -2.7804 3.3488
F -4.0344 -3.7100 3.5510
F -1.9221 -3.1975 3.9356
F -3.4374 -1.6438 4.0020
C -2.5336 -3.9646 1.1546
F -3.4951 -4.8546 1.4700
F -2.4374 -3.9605 -0.2008
F -1.3378 -4.4236 1.6110
```